(1)
C36H103N5O21 | wB97M-V/def2-TZVPD

Output
HOMO level (alpha / beta) in eV: 0.2 / -7.1
Expectation value of S²: 0.750
Multiplicity: 2
Charge: -1

CARTESIAN COORDINATES (ANGSTROEM)
C  -5.9062  -2.7167  5.4617
C  -5.6158  -2.1732  4.0612
C  -5.1310  -3.3199  3.0576
O  -4.8133  -2.6567  1.8487
C  -3.7464  -1.6780  1.8146
N  -6.6415  -1.3248  3.6218
H  -4.9287  -2.9040  5.9063
H  -6.5528  -3.5939  5.4392
H  -6.2588  -1.9058  6.0991
H  -4.6722  -1.6608  4.2487
H  -5.9152  -4.0493  2.8546
H  -4.3362  -3.9852  3.3947
H  -2.8571  -2.2971  1.9327
H  -3.5914  -1.0037  2.6569
H  -3.6095  -1.1013  0.8998
H  -6.4389  -0.3961  3.9634
H  -6.4794  -1.0999  2.6506
C  0.3666  5.3030  -0.6387
C  -0.0772  4.1034  0.2158
C  0.1720  4.4075  1.6885
O  1.4581  4.7201  1.9176
C  1.4796  5.3742  3.2492
N  -1.4956  3.7761  0.0026
H  0.0347  5.2917  -1.6769
H  1.4530  5.2798  -0.5525
H  -0.0470  6.2492  -0.2899
H  0.5500  3.2658  -0.0894
H  -0.2511  3.5301  2.1777
H  -0.5139  5.2291  1.8952
H  0.6121  5.1545  3.8715
H  1.6982  6.4245  3.0563
H  2.3586  4.9074  3.6939
H  -1.7948  3.0860  0.6766
H  -2.1364  4.5551  0.0533
C  10.5494  0.8254  -2.4182
C  9.1320  0.3196  -2.5482
C  8.3408  0.4027  -1.2437
O  7.2051  -0.3267  -1.4730
C  6.4937  -0.4123  -0.3015
N  8.5876  1.0514  -3.6206
H  10.6316  1.8410  -2.0310
H  11.0054  0.7680  -3.4065
H  11.1996  0.1565  -1.8544
H  9.3523  -0.6984  -2.8698
H  8.1250  1.4591  -1.0842
H  8.8931  0.0262  -0.3828
H  6.9863  -0.6317  0.6458
H  5.6711  -1.1247  -0.3649
H  6.0837  0.5353  0.0479
H  7.6495  0.7259  -3.8051
H  8.9764  0.7841  -4.5136
C  -7.3976  1.6439  -4.1896
C  -7.5828  0.6367  -3.0591
C  -6.3653  0.5041  -2.1030
O  -5.3843  -0.2264  -2.7966
C  -4.1319  -0.3123  -1.9479
N  -8.5862  1.2528  -2.2387
H  -6.6627  1.1757  -4.8445
H  -7.0411  2.6295  -3.8902
H  -8.3238  1.8626  -4.7210
H  -7.9993  -0.3208  -3.3720
H  -6.6310  0.0050  -1.1711
H  -5.9318  1.3999  -1.6583
H  -3.6301  -1.2579  -2.1530
H  -4.4707  -0.4849  -0.9264
H  -3.5251  0.5904  -2.0202
H  -8.9447  0.7149  -1.4627
H  -9.4002  1.3562  -2.8275
C  -0.8058  1.7619  5.0085
C  -0.9445  0.3473  4.6254
C  -2.3111  -0.2352  4.9786
O  -2.3140  -1.6968  4.7444
C  -1.6899  -2.3476  5.8407
N  -0.6804  0.4026  3.2174
H  -1.6381  2.4523  4.8714
H  0.1195  2.2233  4.6633
H  -0.4830  1.7449  6.0494
H  -0.1066  -0.2198  5.0309
H  -3.1956  0.2390  4.5532
H  -2.6053  -0.1895  6.0271
H  -1.4738  -3.4106  5.7333
H  -2.5058  -2.4742  6.5523
H  -0.8119  -1.8234  6.2182
H  -0.5712  -0.5224  2.8268
H  0.2150  0.8548  3.0998
C  -0.5409  -5.1083  -2.4034
C  0.7915  -5.5593  -1.8544
O  1.7153  -5.8432  -2.8754
O  -0.5046  -3.8531  -3.0057
H  -1.2147  -5.0461  -1.5488
H  -0.9294  -5.8540  -3.0971
H  0.8459  -6.4020  -1.1651
H  1.1253  -4.7184  -1.2464
H  1.9176  -5.0374  -3.3566
H  -0.1892  -3.9710  -3.9047
C  2.8989  -0.5268  3.5566
C  3.7117  -0.9386  2.3018
O  2.8599  -1.1091  1.1801
O  2.2440  0.7555  3.4161
H  3.6316  -0.4124  4.3554
H  2.1487  -1.2571  3.8598
H  4.2255  -1.8717  2.5330
H  4.3209  -0.0885  1.9945
H  2.3879  -1.9376  1.2916
H  2.9881  1.3593  3.3572
C  0.1772  0.2371  -0.3021
C  0.9032  -0.6818  -1.2622
O  2.2387  -0.3555  -1.5032
O  -1.1384  -0.1541  -0.2428
H  0.2963  1.2243  -0.7486
H  0.7115  0.2890  0.6466
H  0.3661  -0.6952  -2.2106
H  1.0158  -1.7536  -1.0988
H  2.7909  -0.5915  -0.7542
H  -1.6292  0.6471  -0.0462
C  -0.3160  -4.0957  1.4970
C  0.7135  -3.1967  2.2834
O  2.0532  -3.6120  1.9703
O  -0.2774  -5.4220  1.9423
H  -0.1604  -4.0500  0.4192
H  -1.3835  -3.9100  1.6155
H  0.5290  -3.2577  3.3560
H  0.4959  -2.1677  1.9972
H  2.2827  -4.3758  2.5048
H  -0.5898  -5.9672  1.2165
C  2.3939  2.6630  -3.4800
C  3.4524  3.6213  -3.9970
O  3.8181  3.1084  -5.2196
O  2.7483  1.2938  -3.7792
H  1.4569  2.9026  -3.9828
H  2.2235  2.7441  -2.4064
H  4.3444  3.4801  -3.3867
H  3.1148  4.6504  -4.1199
H  3.8430  2.1539  -5.1199
H  2.4465  0.7211  -3.0704
C  4.7448  -1.4911  -4.1883
C  5.9004  -2.4845  -3.8623
O  6.0448  -2.3730  -2.4889
O  5.2128  -0.2391  -4.1445
H  3.8605  -1.4206  -3.5549
H  4.3131  -1.5826  -5.1850
H  6.9119  -2.3382  -4.2412
H  5.5261  -3.4850  -4.0794
H  6.7824  -1.7754  -2.3464
H  4.5402  0.3641  -3.8198
C  -5.1424  2.1200  2.6250
C  -3.6864  2.7244  2.5350
O  -2.7351  1.8979  1.8470
O  -5.3665  1.2873  3.7379
H  -5.6104  1.7714  1.7043
H  -5.8589  2.8906  2.9095
H  -3.4574  3.1289  3.5210
H  -4.0007  3.5655  1.9170
H  -2.3856  1.3078  2.5188
H  -5.8335  1.8721  4.3392
C  -1.3507  1.5959  -4.5370
C  -0.4688  0.4993  -5.2672
O  -1.3347  -0.1254  -6.1914
O  -2.0125  2.4542  -5.3756
H  -0.8332  2.2098  -3.7998
H  -2.0556  0.9138  -4.0616
H  -0.1430  -0.2823  -4.5809
H  0.4692  0.8350  -5.7096
H  -0.6954  -0.5506  -6.7677
H  -2.1350  1.9111  -6.1577



(2)
C36H108BrN6O21Ti | wB97M-V/def2-TZVPD

Output
HOMO level in eV: -14.2
Charge: +3

CARTESIAN COORDINATES (ANGSTROEM)
Ti  -13.4334  21.1175  0.2108
Br  -17.6555  22.8723  2.1075
C  -12.9191  22.8541  4.8927
O  -12.0603  22.9533  3.7481
C  -10.6514  23.0143  3.9790
C  -9.8264  23.3202  2.6807
N  -9.6950  22.1941  1.8181
C  -8.8013  21.2089  2.4361
C  -8.3549  20.0220  1.4844
O  -9.4875  19.1929  1.2699
C  -9.0647  17.9946  0.5679
H  -12.9462  23.8246  5.3881
H  -12.4805  22.1354  5.5849
H  -13.9455  22.5335  4.7138
H  -10.4045  22.0815  4.4862
H  -10.3397  23.8369  4.6226
H  -8.8426  23.7299  2.9093
H  -10.4132  24.0667  2.1452
H  -9.1186  22.5161  1.0537
H  -9.3415  20.7682  3.2740
H  -7.8676  21.6631  2.7677
H  -7.5547  19.4216  1.9173
H  -7.8686  20.3352  0.5606
H  -8.2406  17.4572  1.0371
H  -8.5382  18.3414  -0.3213
H  -9.8214  17.2625  0.2859
C  -25.2799  25.4126  6.2635
O  -26.2064  24.3802  5.9378
C  -25.7567  23.0425  6.2335
C  -24.4033  22.6248  5.5323
N  -23.1741  22.9434  6.2905
C  -22.0046  22.3293  5.6494
C  -21.4526  23.1927  4.4480
O  -21.3464  24.5778  4.8119
C  -20.8089  25.3650  3.7402
H  -24.2729  25.2593  5.8756
H  -25.2259  25.5868  7.3381
H  -25.5515  26.3516  5.7811
H  -26.5704  22.4022  5.8928
H  -25.7981  22.9488  7.3187
H  -24.4105  23.2121  4.6141
H  -24.4273  21.5676  5.2678
H  -23.0609  23.9465  6.2572
H  -22.1510  21.3040  5.3098
H  -21.2071  22.2892  6.3914
H  -21.9583  22.9732  3.5077
H  -20.4482  22.8315  4.2275
H  -21.5363  25.2801  2.9329
H  -19.7979  25.0476  3.4846
H  -20.7812  26.3944  4.0975
C  -12.5130  19.3026  9.0395
O  -13.4801  20.3063  9.3409
C  -14.3777  19.9421  10.4161
C  -15.7370  20.5875  10.2046
N  -15.5282  22.0452  10.2625
C  -16.7902  22.7650  10.0280
C  -17.2795  22.6851  8.5673
O  -16.5986  23.5941  7.7150
C  -16.8046  23.3109  6.3108
H  -12.8573  18.2807  8.8807
H  -11.6117  19.3174  9.6523
H  -12.0753  19.6387  8.0995
H  -14.0303  20.1705  11.4237
H  -14.5478  18.8690  10.5034
H  -16.4167  20.3487  11.0226
H  -16.2999  20.2971  9.3176
H  -14.8004  22.2289  9.5868
H  -16.6996  23.8138  10.3109
H  -17.5755  22.3177  10.6374
H  -18.3664  22.6846  8.4842
H  -17.0163  21.7367  8.0989
H  -15.9982  22.6567  5.9795
H  -16.8967  24.2843  5.8291
H  -17.8076  22.9657  6.0600
C  -17.0698  23.3054  -3.7431
O  -17.4817  22.2535  -2.8230
C  -18.9375  22.1064  -2.6331
C  -19.4182  20.7450  -2.0047
N  -18.5585  20.4168  -0.8492
C  -19.0315  19.2793  -0.1196
C  -18.0508  18.8933  1.0517
O  -16.7452  18.4360  0.5600
C  -16.6546  17.1583  0.0329
H  -17.4026  22.9418  -4.7153
H  -15.9818  23.3699  -3.7325
H  -17.5203  24.2491  -3.4353
H  -19.4518  22.2252  -3.5868
H  -19.3051  22.9629  -2.0681
H  -19.3389  19.8802  -2.6635
H  -20.4618  20.9214  -1.7439
H  -18.5332  21.0890  -0.0958
H  -19.1385  18.4148  -0.7748
H  -20.0304  19.4817  0.2667
H  -18.5568  18.1275  1.6395
H  -17.9843  19.7254  1.7527
H  -15.7853  17.1197  -0.6235
H  -17.5363  16.9061  -0.5564
H  -16.6387  16.4441  0.8561
C  -15.0830  26.7503  4.0979
O  -14.9214  26.9127  2.6164
C  -15.8276  26.1844  1.8862
C  -17.3319  26.6279  1.9773
N  -17.5481  27.9752  1.4944
C  -18.9570  28.4229  1.5363
C  -19.9811  27.5288  0.7489
O  -21.2560  28.1615  0.7132
C  -22.2696  27.4177  0.0648
H  -15.5932  27.6236  4.5041
H  -14.0980  26.5584  4.5233
H  -15.5699  25.8072  4.3460
H  -15.8185  25.1363  2.1853
H  -15.5420  26.1862  0.8343
H  -17.5818  26.5138  3.0321
H  -17.8697  25.8603  1.4208
H  -16.8685  28.6211  1.8699
H  -19.1319  29.4730  1.3024
H  -19.3504  28.4000  2.5526
H  -20.0415  26.5505  1.2258
H  -19.7379  27.4258  -0.3086
H  -22.5801  26.5953  0.7093
H  -21.8382  27.0450  -0.8643
H  -23.0817  28.1317  -0.0726
C  -21.0488  23.3192  0.5924
O  -22.4714  23.4176  0.5259
C  -22.9232  23.9987  -0.7261
C  -24.3399  24.5671  -0.5511
N  -25.3773  23.6141  -0.7292
C  -25.7559  22.8034  0.4310
C  -26.5549  23.5277  1.5400
O  -27.9671  23.8051  1.1867
C  -28.6632  24.3520  2.2876
H  -20.5280  24.2003  0.2174
H  -20.7921  22.4163  0.0383
H  -20.6768  23.2673  1.6156
H  -22.8731  23.2400  -1.5071
H  -22.3118  24.8342  -1.0673
H  -24.4982  25.2758  -1.3640
H  -24.4321  25.1632  0.3568
H  -26.2347  24.1036  -0.9423
H  -24.9196  22.2265  0.8257
H  -26.3066  21.9891  -0.0401
H  -25.9996  24.4396  1.7598
H  -26.4964  22.9436  2.4584
H  -29.6995  24.4841  1.9764
H  -28.2071  25.3203  2.4938
H  -28.7584  23.7994  3.2223
O  -13.7590  23.9815  -1.0033
H  -13.1712  24.6550  -1.3454
H  -14.6371  24.3026  -1.2084
O  -13.0964  24.8403  2.0496
H  -12.5817  25.0208  2.8362
H  -13.3842  25.7020  1.7482
O  -17.2764  26.7358  -1.5303
H  -16.5688  27.2842  -1.8690
H  -17.3756  27.0085  -0.6181
O  -14.9526  20.0920  1.3554
H  -15.0057  20.2051  2.3044
H  -15.6107  19.4262  1.1559
O  -15.1079  20.4997  4.0452
H  -14.6954  20.4934  4.9090
H  -16.0474  20.5069  4.2279
O  -15.2936  21.6918  -0.9454
H  -15.9394  21.0820  -1.3023
H  -15.6142  22.5570  -1.2000
O  -16.6150  24.1431  -0.8870
H  -17.2217  23.6592  -0.3267
H  -17.1407  24.8554  -1.2511
O  -14.3634  22.6506  1.4209
H  -15.2399  22.8917  1.7207
H  -13.8200  23.4093  1.6336
O  -17.7379  20.4306  4.6499
H  -18.2914  20.3700  5.4285
H  -17.9942  21.2552  4.2369



What E_tot values result from the calculations? In sequence: -89437.8937, -184141.0289 eV.